38
Properties=species:S:1:pos:R:3:forces:R:3 method="wB97M-V/def2-TZVPD" spin_multiplicity=2 s2=0.7727 e_above_lowest_kcal_mol=15.40 gap_ev="10.237 / 5.244" total_charge=+1 homo_ev="-13.88 / -13.84"
N -0.793 -3.088 -1.443 0.558 0.031 -0.314
C 0.467 -2.755 -0.838 -0.643 0.764 -0.199
C 0.236 -1.921 0.441 -0.889 -1.349 0.998
N 1.252 -1.381 1.251 1.375 1.007 -0.334
C 2.558 -1.034 0.750 0.315 0.272 -0.907
C 2.338 0.023 -0.341 -0.074 1.246 -1.276
O -0.864 -1.862 0.960 0.568 0.119 -0.365
H -1.153 -2.295 -1.951 -0.282 -0.099 -0.026
H -1.495 -3.457 -0.822 0.011 -0.028 0.133
H 1.014 -2.156 -1.563 0.288 -0.163 0.055
H 1.056 -3.645 -0.607 0.065 0.050 0.257
H 0.960 -0.838 2.076 -0.567 -0.079 0.014
H 3.208 -0.547 1.471 -0.274 -0.522 0.607
H 3.026 -1.898 0.279 0.043 -0.177 0.219
H 1.890 -0.360 -1.255 -0.322 -0.168 0.276
H 1.785 0.889 0.005 -0.485 -0.371 0.344
H 3.214 0.535 -0.738 0.841 -0.686 0.523
H -0.405 1.263 3.600 0.001 -0.017 -0.010
H 0.330 1.842 2.378 -0.151 0.150 -0.261
O -0.144 1.052 2.695 0.372 -0.404 0.268
H -2.814 -1.209 2.561 -0.091 0.023 0.014
H -1.708 -0.153 2.384 -0.186 0.164 -0.006
O -2.635 -0.345 2.178 -0.018 0.067 0.275
H 0.987 3.601 0.351 -0.280 -0.075 -0.490
H 0.222 2.153 0.335 -0.011 0.775 -0.826
O 0.708 2.824 0.837 0.136 -0.593 1.581
H -0.129 0.620 -1.888 0.313 0.285 -0.356
H -1.244 1.233 -1.166 -0.012 0.327 0.319
O -0.266 1.276 -1.199 -0.137 -0.474 0.310
H 3.184 3.122 -0.452 -0.011 0.025 0.041
H 1.882 2.723 -1.165 0.036 -0.013 -0.132
O 2.607 3.356 -1.185 0.063 0.059 -0.186
H -3.129 0.987 0.390 -0.244 0.235 -0.273
H -2.414 -0.231 0.080 -0.107 -0.184 -0.155
O -2.786 0.528 -0.391 0.065 0.035 0.223
H -1.884 0.076 -3.637 0.233 0.111 -0.388
H -2.729 1.096 -3.006 0.117 0.448 0.086
O -1.833 1.001 -3.362 -0.618 -0.791 -0.041

***

37
Properties=species:S:1:pos:R:3:forces:R:3 method="wB97M-V/def2-TZVPD" spin_multiplicity=1 e_above_lowest_kcal_mol=4.70 gap_ev=8.053 total_charge=+1 homo_ev=-10.52
C -1.969 0.797 1.006 0.386 1.591 0.010
C -1.081 -0.163 1.796 -0.914 -0.143 1.495
C 0.337 -0.459 1.445 2.122 1.865 3.438
C 1.307 0.086 2.331 -3.092 -1.481 -1.810
N 2.690 0.165 2.216 2.351 -1.884 -0.466
N 0.447 -1.235 0.310 3.050 -1.423 -3.454
N -1.188 1.179 -0.283 -1.992 -0.846 0.838
H -2.425 1.639 1.674 1.826 -0.601 -1.610
H -2.894 0.345 0.729 -0.314 -0.744 -0.845
H -1.170 0.138 2.856 0.216 -0.312 -0.462
H -1.586 -1.100 1.686 -0.418 -0.881 0.293
H 0.912 0.640 3.173 -0.192 0.020 -0.033
H 3.304 -0.546 2.842 -1.949 2.191 -2.156
H 2.919 0.137 1.193 0.490 -0.701 1.627
H 0.201 -2.274 0.237 0.150 2.032 1.245
H 1.438 -1.231 -0.165 -2.423 0.335 1.423
H -1.589 1.832 -0.935 -1.077 0.160 -0.524
H -0.349 1.654 -0.104 2.278 0.563 1.070
H -0.928 0.333 -0.833 -0.226 0.231 0.751
H -3.446 -1.197 -2.848 0.425 -0.714 -0.090
H -1.916 -1.672 -2.365 -0.208 -0.495 -1.015
O -2.656 -1.067 -2.321 -1.133 1.911 1.069
H 0.038 -2.026 -3.402 0.823 -0.983 -1.572
H -0.106 -2.258 -1.885 0.701 -0.896 0.721
O -0.297 -1.686 -2.606 -0.460 1.480 0.850
H 0.994 -4.294 0.933 -0.417 -2.656 5.273
H 1.921 -3.942 -0.111 1.293 -0.042 -0.541
O 1.020 -3.906 0.146 -0.811 2.113 -4.867
H 0.513 3.714 1.279 0.374 -1.130 0.388
H 1.969 3.202 1.241 -3.204 -1.303 0.901
O 0.987 2.855 1.449 2.487 3.054 -0.784
H -1.660 2.335 -3.436 1.201 -0.707 1.137
H -1.212 0.998 -2.776 -0.078 -0.059 -0.461
O -1.027 1.949 -2.760 -1.289 0.706 -1.295
H 2.166 1.498 0.160 1.142 -0.109 3.533
H 2.500 2.002 -1.193 0.269 0.160 -0.450
O 1.834 1.557 -0.677 -1.386 -0.304 -3.626

***

35
Properties=species:S:1:pos:R:3:forces:R:3 method="wB97M-V/def2-TZVPD" spin_multiplicity=1 e_above_lowest_kcal_mol=73.20 gap_ev=11.289 total_charge=+1 homo_ev=-14.02
C -0.715 1.222 -0.976 -2.837 -1.874 -1.473
C 0.203 0.002 -0.692 1.758 0.793 -0.853
C 1.684 0.272 -1.138 1.336 0.754 -0.008
C 2.115 -0.553 -2.356 -0.719 -2.160 1.255
N 0.235 -0.288 0.727 -0.640 -2.839 3.268
H -0.404 2.077 -1.478 2.363 1.305 -0.715
H -1.094 1.614 -0.056 -0.744 -0.191 0.553
H -1.584 1.092 -1.778 1.176 -0.805 2.178
H -0.076 -0.957 -1.119 -0.410 0.464 -0.519
H 1.770 1.373 -1.473 0.150 -1.594 1.311
H 2.520 -0.064 -0.352 -2.248 1.448 -1.007
H 1.290 -1.208 -2.701 0.847 0.251 0.432
H 2.364 0.031 -3.181 0.825 1.009 -1.285
H 2.954 -1.187 -2.008 -0.318 0.270 -0.884
H -0.687 -0.562 1.172 0.261 1.014 -0.617
H 0.736 -1.179 1.093 -0.620 1.356 -1.598
H 0.706 0.360 1.372 -0.143 1.002 -0.099
H 0.025 -2.537 3.233 2.147 2.911 -0.954
H 1.472 -2.025 2.888 1.746 -0.792 0.270
O 0.602 -1.693 2.936 -3.530 -2.549 1.022
H -2.208 -1.717 2.799 -0.210 -1.767 0.834
H -3.244 -0.594 2.453 2.755 -0.888 -0.145
O -2.254 -0.874 2.415 -2.433 2.799 -0.502
H -1.432 -1.046 -3.090 -0.869 0.508 -0.179
H -0.296 -1.021 -4.084 0.998 1.717 -3.246
O -0.598 -1.416 -3.332 -0.801 -2.294 3.080
H -0.438 4.141 1.560 0.153 0.065 0.047
H -0.560 3.640 0.146 0.343 -0.034 0.117
O 0.027 3.593 0.914 -0.428 0.152 0.107
H -3.484 -1.811 -0.657 2.050 0.022 0.581
H -1.880 -1.987 -0.875 -1.417 0.118 0.584
O -2.578 -1.715 -0.224 -0.634 -0.347 -1.508
H 2.250 1.328 2.938 2.219 0.202 1.105
H 1.159 2.324 2.384 0.672 -1.574 0.177
O 1.422 1.370 2.541 -2.800 1.547 -1.331

***

40
Properties=species:S:1:pos:R:3:forces:R:3 method="wB97M-V/def2-TZVPD" spin_multiplicity=1 e_above_lowest_kcal_mol=0.00 gap_ev=10.248 total_charge=0 homo_ev=-9.86
C -2.648 -1.198 -2.390 -0.281 1.243 -1.177
C -2.013 0.218 -2.279 0.526 -1.222 1.569
C -2.742 1.047 -1.228 -1.583 -1.525 0.852
N -0.556 0.108 -1.966 -1.295 -0.179 0.177
C -0.095 -0.478 -0.810 -0.426 0.505 -0.615
O 1.190 -0.621 -0.777 1.058 0.014 -0.049
O -0.835 -0.805 0.136 0.166 -0.087 -1.138
H -3.704 -1.106 -2.688 0.201 -0.007 0.337
H -2.558 -1.719 -1.464 -0.017 -0.324 0.665
H -2.182 -1.771 -3.184 0.297 -0.119 -0.076
H -2.077 0.747 -3.202 0.052 0.223 -0.824
H -2.899 0.470 -0.246 0.281 0.869 -1.602
H -3.759 1.265 -1.614 0.514 0.009 0.251
H -2.249 1.968 -1.024 0.445 0.779 0.195
H 0.074 0.320 -2.730 0.118 -0.213 0.504
H 1.829 -0.231 0.458 0.341 0.631 0.583
H 1.402 2.445 -1.401 -0.549 1.393 1.298
H 0.196 3.422 -1.127 -0.370 0.194 -0.083
O 1.009 3.131 -0.721 0.948 -1.376 -1.240
H 0.053 1.855 1.825 -1.459 -0.608 0.524
H 0.967 2.617 0.890 0.318 -0.099 0.494
O 0.964 2.166 1.786 1.678 0.620 -0.918
H 0.480 -3.365 0.209 -1.732 -0.483 -0.440
H 1.438 -2.216 -0.105 -0.242 0.723 -0.793
O 1.336 -3.040 0.372 1.965 -0.573 1.064
H 3.044 1.326 -2.639 -1.715 0.095 0.443
H 1.953 0.476 -1.792 0.060 1.317 -0.980
O 2.074 1.318 -2.392 1.663 -1.576 0.472
H 1.722 1.067 1.620 -0.084 0.019 -0.076
H 2.038 -0.614 2.013 0.383 1.204 -0.498
O 2.295 0.136 1.357 -0.889 -1.294 0.136
H 1.421 -2.417 1.923 -0.089 -1.358 -1.599
H 1.931 -2.403 3.372 0.588 -0.532 0.673
O 1.391 -1.947 2.747 -0.114 1.558 1.156
H -1.292 -1.470 1.756 0.157 0.248 1.156
H -0.320 -1.552 2.939 -0.060 -0.019 0.074
O -1.241 -1.331 2.739 -0.497 -0.407 -0.740
H -1.408 0.417 2.486 0.023 0.221 -0.567
H -1.473 0.758 1.003 -0.084 -0.892 -1.214
O -1.401 1.170 1.842 -0.298 1.031 2.003

***

What did the fourth record say?
40
Properties=species:S:1:pos:R:3:forces:R:3 method="wB97M-V/def2-TZVPD" spin_multiplicity=1 e_above_lowest_kcal_mol=0.00 gap_ev=10.248 total_charge=0 homo_ev=-9.86
C -2.648 -1.198 -2.390 -0.281 1.243 -1.177
C -2.013 0.218 -2.279 0.526 -1.222 1.569
C -2.742 1.047 -1.228 -1.583 -1.525 0.852
N -0.556 0.108 -1.966 -1.295 -0.179 0.177
C -0.095 -0.478 -0.810 -0.426 0.505 -0.615
O 1.190 -0.621 -0.777 1.058 0.014 -0.049
O -0.835 -0.805 0.136 0.166 -0.087 -1.138
H -3.704 -1.106 -2.688 0.201 -0.007 0.337
H -2.558 -1.719 -1.464 -0.017 -0.324 0.665
H -2.182 -1.771 -3.184 0.297 -0.119 -0.076
H -2.077 0.747 -3.202 0.052 0.223 -0.824
H -2.899 0.470 -0.246 0.281 0.869 -1.602
H -3.759 1.265 -1.614 0.514 0.009 0.251
H -2.249 1.968 -1.024 0.445 0.779 0.195
H 0.074 0.320 -2.730 0.118 -0.213 0.504
H 1.829 -0.231 0.458 0.341 0.631 0.583
H 1.402 2.445 -1.401 -0.549 1.393 1.298
H 0.196 3.422 -1.127 -0.370 0.194 -0.083
O 1.009 3.131 -0.721 0.948 -1.376 -1.240
H 0.053 1.855 1.825 -1.459 -0.608 0.524
H 0.967 2.617 0.890 0.318 -0.099 0.494
O 0.964 2.166 1.786 1.678 0.620 -0.918
H 0.480 -3.365 0.209 -1.732 -0.483 -0.440
H 1.438 -2.216 -0.105 -0.242 0.723 -0.793
O 1.336 -3.040 0.372 1.965 -0.573 1.064
H 3.044 1.326 -2.639 -1.715 0.095 0.443
H 1.953 0.476 -1.792 0.060 1.317 -0.980
O 2.074 1.318 -2.392 1.663 -1.576 0.472
H 1.722 1.067 1.620 -0.084 0.019 -0.076
H 2.038 -0.614 2.013 0.383 1.204 -0.498
O 2.295 0.136 1.357 -0.889 -1.294 0.136
H 1.421 -2.417 1.923 -0.089 -1.358 -1.599
H 1.931 -2.403 3.372 0.588 -0.532 0.673
O 1.391 -1.947 2.747 -0.114 1.558 1.156
H -1.292 -1.470 1.756 0.157 0.248 1.156
H -0.320 -1.552 2.939 -0.060 -0.019 0.074
O -1.241 -1.331 2.739 -0.497 -0.407 -0.740
H -1.408 0.417 2.486 0.023 0.221 -0.567
H -1.473 0.758 1.003 -0.084 -0.892 -1.214
O -1.401 1.170 1.842 -0.298 1.031 2.003